1.
{
  "formula": "C2HAgO2",
  "method": "ωB97M-V/def2-TZVPD",
  "elements": ["C", "C", "H", "O", "Ag", "O"],
  "positions_angstrom": [[-1.03835, -0.02887, -0.18089], [-1.20901, -1.15683, 0.28734], [-1.65643, -2.06171, 0.65400], [2.79118, 0.58174, 0.27203], [1.43428, 1.70777, -0.51689], [-0.32166, 0.95790, -0.51558]],
  "atomic_forces_ev_per_a": [[2.7, -0.3, 0.5], [-1.2, 0.1, -0.2], [0.2, 0.3, -0.1], [1.1, -0.4, 0.4], [1.3, 0.9, -0.1], [-4.1, -0.7, -0.4]],
  "e_above_lowest_kcal_mol": 23.01,
  "s2": 2.036,
  "homo_energy_ev": [-9.5, -8.7],
  "total_energy_ev": -10176.143,
  "multiplicity": 3,
  "orbital_gap_ha": [0.3235, 0.2114]
}


2.
{
  "formula": "C2HBr2Cl3",
  "method": "ωB97M-V/def2-TZVPD",
  "elements": ["C", "C", "Cl", "Cl", "Cl", "Br", "Br", "H"],
  "positions_angstrom": [[0.30578, 0.37499, 0.60732], [0.44204, -0.66761, -0.41483], [1.89310, -1.60689, -0.40105], [0.20544, 0.08057, -2.15587], [-1.01584, -1.59958, 0.02821], [-2.68003, 1.86026, -0.36988], [0.57112, 0.12958, 2.39381], [0.27839, 1.42869, 0.31229]],
  "atomic_forces_ev_per_a": [[0.2, 2.3, 0.1], [-1.5, 0.2, -1.8], [0.2, 0.0, 0.2], [0.4, -0.8, 2.2], [0.1, -0.6, -0.6], [1.0, -0.5, 0.4], [-0.1, -0.2, -0.5], [-0.2, -0.4, 0.0]],
  "e_above_lowest_kcal_mol": 86.60,
  "homo_energy_ev": -8.6,
  "total_energy_ev": -179738.467,
  "orbital_gap_ha": 0.1790
}


3.
{
  "formula": "C2HBr2N2",
  "method": "ωB97M-V/def2-TZVPD",
  "elements": ["C", "C", "N", "N", "Br", "Br", "H"],
  "positions_angstrom": [[-0.56929, -0.39204, 0.42954], [1.02647, -0.21989, -0.45838], [-1.97330, 1.43890, 0.14543], [-1.26246, 0.63104, 0.38069], [2.03466, -1.70589, -0.31949], [1.30140, 1.19725, -1.51519], [-0.55749, -0.94938, 1.33741]],
  "atomic_forces_ev_per_a": [[8.0, -3.1, -2.0], [-5.2, -1.1, 2.8], [-1.2, 2.0, 0.0], [-2.1, 2.4, -1.0], [0.1, 0.4, -0.1], [0.1, -0.1, 0.1], [0.2, -0.7, 0.3]],
  "e_above_lowest_kcal_mol": 60.15,
  "homo_energy_ev": [-14.4, -14.4],
  "total_charge": 1,
  "total_energy_ev": -145142.901,
  "orbital_gap_ha": [0.2683, 0.2684]
}


4.
{
  "formula": "C2HBr2NS2",
  "method": "ωB97M-V/def2-TZVPD",
  "elements": ["C", "C", "N", "S", "S", "Br", "Br", "H"],
  "positions_angstrom": [[1.25084, 0.14306, 0.49449], [-1.23422, -0.62276, -0.13138], [1.10128, 1.27555, 0.14006], [-1.90209, 0.83240, -0.36699], [0.24995, 2.47074, -0.32351], [2.34075, -1.21617, 0.88699], [-0.58906, -1.76812, -1.52766], [-1.21745, -1.11470, 0.82799]],
  "atomic_forces_ev_per_a": [[-0.5, 1.5, -0.7], [0.1, 0.7, -0.1], [0.6, -2.9, 1.1], [0.1, -0.6, 0.0], [-0.6, 1.7, -0.6], [0.3, -0.2, 0.1], [-0.1, 0.0, 0.0], [0.1, -0.2, 0.1]],
  "e_above_lowest_kcal_mol": 0.00,
  "homo_energy_ev": -8.7,
  "total_energy_ev": -165332.438,
  "orbital_gap_ha": 0.2907
}